i | Formula: C8H28O10
Source: the Open Molecules 2025 dataset
Level of theory: ωB97M-V with the def2-TZVPD basis set

- Total charge: 0
- HOMO level: -10.04 eV
- Gap between HOMO and LUMO: 0.38415 Ha

Each line ends with the Mulliken charge.
Atoms and positions in Å:
O  -1.082  2.841  -1.601  -0.538
C  -2.356  2.177  -1.581  -0.318
C  -2.523  1.083  -2.626  0.287
O  -3.933  0.888  -2.695  -0.537
H  -0.381  2.248  -1.383  0.225
H  -2.535  1.883  -0.545  0.179
H  -3.084  2.985  -1.662  0.368
H  -1.924  0.224  -2.396  -0.369
H  -2.213  1.274  -3.673  0.339
H  -4.102  0.522  -1.833  0.334
O  -2.689  -0.121  1.355  -0.579
C  -1.371  -0.132  0.875  -0.040
C  -0.609  -1.120  1.829  -0.543
O  0.717  -1.176  1.450  -0.368
H  -2.788  -0.115  2.320  0.355
H  -1.355  -0.422  -0.177  0.102
H  -0.833  0.790  0.987  0.184
H  -0.986  -2.162  1.867  0.228
H  -0.776  -0.720  2.890  0.345
H  0.787  -0.824  0.525  0.280
O  -2.125  -4.097  -2.129  -0.575
C  -1.315  -3.099  -1.506  0.393
C  0.111  -3.371  -1.909  -0.547
O  0.984  -2.369  -1.322  -0.384
H  -3.041  -4.037  -1.900  0.324
H  -1.618  -2.086  -1.727  -0.247
H  -1.411  -3.236  -0.456  0.135
H  0.208  -3.396  -3.004  0.281
H  0.418  -4.374  -1.587  0.363
H  1.585  -2.932  -0.802  0.286
O  3.099  -0.812  2.852  -0.611
C  3.413  0.395  2.234  -0.288
C  2.639  1.654  2.706  -0.217
O  3.161  2.933  2.261  -0.638
H  2.175  -0.999  2.580  0.437
H  4.462  0.531  2.301  0.428
H  3.253  0.208  1.172  0.056
H  2.726  1.710  3.731  0.458
H  1.552  1.596  2.500  0.098
H  3.331  3.591  2.954  0.296
O  2.201  3.179  -0.313  -0.675
H  2.247  3.242  0.632  0.339
H  1.557  3.832  -0.458  0.325
O  1.127  0.476  -0.835  -0.475
H  1.467  1.394  -0.740  0.261
H  1.831  -0.054  -1.157  0.247

=====

ii | Formula: C8H28O10
Source: the Open Molecules 2025 dataset
Level of theory: ωB97M-V with the def2-TZVPD basis set

- Total charge: 0
- HOMO level: -9.84 eV
- Gap between HOMO and LUMO: 0.37052 Ha

Each line ends with the Mulliken charge.
Atoms and positions in Å:
O  -0.299  1.703  4.277  -0.481
C  -1.583  2.030  3.776  -0.143
C  -2.121  3.239  4.511  -0.317
O  -3.489  3.451  4.186  -0.516
H  0.372  2.131  3.738  0.287
H  -1.571  2.188  2.690  0.028
H  -2.225  1.147  3.866  0.321
H  -1.588  4.091  4.066  0.185
H  -1.914  3.182  5.577  0.331
H  -3.953  3.856  4.921  0.304
O  -1.020  1.223  -1.443  -0.369
C  -0.849  1.609  -2.787  -0.426
C  -1.084  0.430  -3.728  -0.288
O  -2.445  0.025  -3.694  -0.509
H  -1.936  0.981  -1.281  0.249
H  -1.604  2.355  -3.074  0.246
H  0.144  2.032  -2.926  0.329
H  -0.504  -0.437  -3.415  0.031
H  -0.768  0.717  -4.739  0.407
H  -2.965  0.625  -4.238  0.313
O  2.735  0.762  -1.165  -0.439
C  3.606  -0.248  -1.637  -0.603
C  3.111  -1.617  -1.294  0.203
O  2.870  -1.861  0.085  -0.493
H  3.053  1.642  -1.375  0.229
H  3.677  -0.189  -2.735  0.365
H  4.647  -0.056  -1.340  0.338
H  3.761  -2.423  -1.631  0.342
H  2.167  -1.767  -1.835  -0.235
H  2.750  -1.035  0.568  0.284
O  -1.966  -2.059  -1.377  -0.549
C  -0.984  -2.600  -0.501  0.405
C  -0.002  -3.452  -1.243  -0.401
O  -0.585  -4.683  -1.678  -0.564
H  -2.463  -1.359  -0.951  0.266
H  -0.508  -1.781  0.054  -0.120
H  -1.450  -3.197  0.300  0.285
H  0.829  -3.659  -0.558  0.306
H  0.420  -3.015  -2.145  0.104
H  -0.719  -5.258  -0.919  0.329
O  2.032  -0.152  3.158  -0.620
H  1.630  -0.881  3.637  0.308
H  1.343  0.144  2.541  0.354
O  0.506  0.473  0.893  -0.522
H  1.206  0.730  0.280  0.271
H  -0.264  0.961  0.582  0.179

=====

Energy comparison, zero being the most stable, in eV: i 0.558; ii 0.000.

=====

i | Formula: C23H40N2O3
Source: the Open Molecules 2025 dataset
Level of theory: ωB97M-V with the def2-TZVPD basis set

- Total charge: 0
- HOMO level: -9.07 eV
- Gap between HOMO and LUMO: 0.35591 Ha

Each line ends with the Mulliken charge.
Atoms and positions in Å:
C  2.192  0.062  4.613  -0.878
C  1.425  -0.056  3.549  0.145
C  1.115  -1.354  2.878  -0.741
O  1.283  -1.309  1.476  -0.151
C  2.533  -0.768  1.105  -1.392
C  2.619  -0.771  -0.404  1.080
C  1.466  0.034  -0.973  -0.563
O  1.385  1.245  -0.823  -0.712
N  0.588  -0.649  -1.753  0.346
C  0.098  -2.034  -1.589  -1.172
C  -1.358  -1.491  -1.657  2.068
C  -2.310  -2.170  -2.628  -1.240
C  -3.684  -1.509  -2.627  -0.558
C  -4.216  -1.401  -1.215  -1.079
N  -3.268  -0.700  -0.375  0.405
C  -3.522  0.598  -0.026  0.181
O  -4.559  1.140  -0.365  -0.688
C  -2.575  1.298  0.933  2.474
C  -2.982  0.861  2.335  -2.169
C  -2.614  2.808  0.746  0.530
C  -2.192  3.212  -0.657  -1.405
C  -1.723  3.504  1.766  -1.495
C  -2.003  -1.400  -0.287  -1.963
C  -0.743  -0.146  -2.118  -0.365
C  3.977  -0.287  -0.931  1.621
C  3.888  -0.158  -2.446  -1.800
C  5.041  -1.331  -0.597  -1.890
C  4.402  1.053  -0.341  -1.696
H  2.368  1.026  5.074  0.275
H  2.664  -0.803  5.068  0.274
H  0.973  0.826  3.102  0.335
H  1.733  -2.156  3.311  0.318
H  0.067  -1.620  3.043  0.368
H  2.632  0.253  1.481  0.551
H  3.344  -1.369  1.540  0.284
H  2.511  -1.810  -0.745  0.854
H  0.362  -2.649  -2.448  0.309
H  0.360  -2.495  -0.641  0.284
H  -1.885  -2.140  -3.635  0.475
H  -2.410  -3.230  -2.359  0.333
H  -3.624  -0.505  -3.061  0.320
H  -4.383  -2.075  -3.250  0.426
H  -5.178  -0.907  -1.163  0.541
H  -4.341  -2.408  -0.795  0.386
H  -1.536  0.992  0.755  -0.842
H  -2.993  -0.229  2.424  0.384
H  -2.300  1.245  3.088  0.506
H  -3.986  1.223  2.568  0.352
H  -3.646  3.140  0.899  0.287
H  -1.154  2.920  -0.849  0.156
H  -2.833  2.761  -1.416  0.335
H  -2.256  4.295  -0.774  0.495
H  -0.696  3.127  1.708  0.203
H  -1.695  4.576  1.568  0.436
H  -2.082  3.374  2.789  0.373
H  -2.212  -2.426  0.053  0.236
H  -1.341  -0.977  0.461  0.408
H  -1.048  0.731  -1.557  -0.391
H  -0.822  0.008  -3.192  0.335
H  3.204  0.642  -2.737  0.328
H  4.870  0.075  -2.863  0.531
H  3.537  -1.087  -2.905  0.312
H  5.213  -1.416  0.478  0.363
H  4.764  -2.319  -0.975  0.400
H  5.992  -1.053  -1.055  0.476
H  4.542  0.995  0.742  0.323
H  5.356  1.361  -0.777  0.469
H  3.666  1.827  -0.547  0.299

=====

ii | Formula: C23H40N2O3
Source: the Open Molecules 2025 dataset
Level of theory: ωB97M-V with the def2-TZVPD basis set

- Total charge: 0
- HOMO level: -8.98 eV
- Gap between HOMO and LUMO: 0.35358 Ha

Each line ends with the Mulliken charge.
Atoms and positions in Å:
C  -0.212  2.644  5.623  -0.932
C  -0.758  2.275  4.476  0.041
C  -0.540  0.943  3.836  -0.724
O  -0.227  1.133  2.465  -0.111
C  0.426  0.010  1.893  -1.456
C  0.624  0.302  0.414  1.033
C  1.729  1.338  0.270  -0.696
O  2.885  1.100  0.593  -0.700
N  1.373  2.527  -0.282  0.267
C  0.144  3.304  0.006  -1.059
C  1.043  4.467  0.484  1.963
C  0.758  5.878  0.008  -1.181
C  1.841  6.832  0.514  -0.607
C  2.006  6.723  2.028  -1.064
N  2.253  5.340  2.412  0.421
C  3.481  4.986  2.910  0.153
O  4.332  5.833  3.135  -0.704
C  3.730  3.520  3.257  3.051
C  3.214  3.312  4.685  -2.113
C  5.216  3.173  3.093  0.401
C  5.651  3.342  1.639  -1.368
C  5.496  1.741  3.543  -1.509
C  1.193  4.441  2.005  -1.523
C  2.227  3.719  -0.169  -0.319
C  0.913  -0.964  -0.443  1.559
C  1.374  -0.532  -1.839  -1.763
C  -0.387  -1.759  -0.595  -1.896
C  1.983  -1.857  0.190  -1.616
H  -0.422  3.608  6.066  0.320
H  0.469  1.992  6.160  0.296
H  -1.434  2.944  3.950  0.285
H  0.280  0.420  4.344  0.417
H  -1.438  0.316  3.919  0.310
H  1.392  -0.155  2.382  0.468
H  -0.190  -0.886  2.034  0.484
H  -0.310  0.729  0.039  0.936
H  -0.415  3.525  -0.906  0.305
H  -0.510  2.860  0.757  0.219
H  0.697  5.902  -1.083  0.479
H  -0.219  6.195  0.392  0.331
H  2.798  6.586  0.042  0.337
H  1.603  7.861  0.241  0.427
H  2.837  7.324  2.384  0.539
H  1.090  7.062  2.527  0.372
H  3.181  2.860  2.581  -1.311
H  2.186  3.662  4.784  0.327
H  3.233  2.258  4.962  0.560
H  3.833  3.869  5.391  0.349
H  5.787  3.868  3.714  0.348
H  5.118  2.630  1.002  0.132
H  5.464  4.355  1.279  0.317
H  6.719  3.147  1.534  0.506
H  4.858  1.039  2.997  0.202
H  6.534  1.477  3.333  0.453
H  5.331  1.598  4.611  0.353
H  0.253  4.775  2.463  0.185
H  1.368  3.428  2.359  0.172
H  3.121  3.565  0.432  -0.426
H  2.509  4.105  -1.151  0.305
H  2.343  -0.034  -1.802  0.290
H  1.469  -1.407  -2.485  0.530
H  0.654  0.151  -2.297  0.325
H  -0.785  -2.088  0.366  0.332
H  -1.155  -1.163  -1.095  0.434
H  -0.209  -2.651  -1.198  0.478
H  1.652  -2.262  1.149  0.304
H  2.185  -2.705  -0.469  0.477
H  2.910  -1.307  0.347  0.283

=====

Energy comparison, zero being the most stable, in eV: i 0.131; ii 0.000.

=====

i | Formula: C2H8NOP
Source: the Open Molecules 2025 dataset
Level of theory: ωB97M-V with the def2-TZVPD basis set

- Total charge: 0
- HOMO level: -8.37 eV
- Gap between HOMO and LUMO: 0.33894 Ha

Each line ends with the Mulliken charge.
Atoms and positions in Å:
C  -2.216  -0.892  -1.456  -0.496
C  -2.500  0.271  -1.020  -0.361
H  -3.102  -1.502  -1.814  0.175
H  -1.237  -1.249  -1.483  0.271
H  -1.660  0.774  -0.602  0.215
H  -3.601  0.509  -1.041  0.196
N  2.704  -0.312  1.978  -0.479
P  2.536  0.552  0.509  0.166
O  3.106  2.017  0.912  -0.498
H  1.956  -0.939  2.151  0.232
H  3.642  -0.666  2.037  0.235
H  1.226  0.901  0.582  -0.001
H  4.079  2.139  0.600  0.346

=====

ii | Formula: C2H8NOP
Source: the Open Molecules 2025 dataset
Level of theory: ωB97M-V with the def2-TZVPD basis set

- Total charge: 0
- HOMO level: -8.95 eV
- Gap between HOMO and LUMO: 0.36750 Ha

Each line ends with the Mulliken charge.
Atoms and positions in Å:
C  1.632  0.525  -0.453  -0.830
C  0.447  -0.330  0.070  -0.954
P  -1.242  0.289  -0.633  0.199
N  -2.254  -0.854  0.183  -0.515
O  -1.441  1.471  0.496  -0.495
H  1.174  1.296  -1.208  0.228
H  2.094  1.133  0.361  0.222
H  2.430  -0.003  -1.061  0.273
H  0.447  -0.343  1.101  0.512
H  0.698  -1.309  -0.080  0.556
H  -1.734  -1.618  0.569  0.232
H  -2.982  -1.195  -0.430  0.255
H  -1.906  2.324  0.197  0.317

=====

Energy comparison, zero being the most stable, in eV: i 1.458; ii 0.000.